Below is a 14-piece molecular cluster, C92H127N12O16 overall in a non-equilibrium geometry, with properties calculated with ωB97M-V/def2-TZVPD.

```
247
Properties=species:S:1:pos:R:3:forces:R:3:mulliken_charge:R:1
C 6.4885 -6.8690 -7.1700 0.265 -0.090 0.235 -1.5690
C 5.1894 -6.1201 -6.8988 -1.608 0.113 2.332 1.2438
C 5.3816 -5.1078 -5.6930 -1.832 -1.511 -0.755 -1.1787
C 6.1375 -3.9305 -6.0782 2.031 -0.029 0.457 -0.6372
C 5.4648 -3.2062 -7.1983 0.350 0.823 -0.254 -1.3131
C 5.1961 -3.9768 -8.5044 -1.236 1.054 0.541 1.6896
N 4.7674 -5.3796 -8.1140 -0.890 -4.874 -5.904 0.4370
O 4.3621 -6.3068 -9.2274 2.057 5.404 5.917 -0.3090
C 6.4554 -3.9710 -9.4387 -0.692 -1.237 -0.636 -1.5519
C 3.9492 -3.3148 -9.2148 0.100 -0.148 -0.441 -1.7762
C 4.0113 -7.1007 -6.4728 -0.127 0.230 -1.455 -1.7756
H 6.3019 -7.7751 -7.7464 0.198 0.411 -0.514 0.3399
H 6.9476 -7.2197 -6.2457 -0.382 0.057 0.346 0.3852
H 7.2269 -6.1691 -7.5609 0.014 -0.389 -0.587 0.4194
H 5.8650 -5.6819 -4.9026 -0.287 0.075 0.121 0.5042
H 4.4014 -4.7324 -5.3991 -0.339 -0.611 0.366 0.3769
H 7.1221 -4.3711 -6.2349 0.589 0.811 -0.833 0.3525
H 6.2698 -3.3016 -5.1978 -0.082 0.362 -0.097 0.3331
H 6.0566 -2.3398 -7.4939 -0.008 0.079 -0.052 0.4689
H 4.5476 -2.7906 -6.7810 -0.292 -0.162 -0.165 0.3786
H 7.2965 -3.2947 -9.2864 -0.385 0.167 0.961 0.3083
H 6.1221 -3.7263 -10.4473 -0.098 -0.356 -0.047 0.4692
H 6.8312 -4.9941 -9.4341 0.255 0.137 -0.351 0.3786
H 4.1652 -2.4244 -9.8052 0.868 -0.168 -0.126 0.4647
H 3.1617 -2.9018 -8.5845 0.098 -0.713 0.658 0.3522
H 3.5044 -4.0328 -9.9039 0.037 -0.010 0.058 0.4558
H 3.0480 -6.6045 -6.3547 0.197 0.586 0.005 0.4194
H 4.1109 -7.7024 -5.5694 0.840 0.212 -0.059 0.3785
H 3.8359 -7.7485 -7.3317 0.153 -0.318 0.187 0.4812
C 2.0225 -0.7202 -1.9796 0.065 2.556 0.093 -1.5018
C 0.8875 0.0864 -2.7343 -1.728 -0.258 -1.733 1.3377
C 0.1882 -0.9138 -3.6869 -1.381 -1.330 -0.096 -1.0900
C -0.9896 -1.7102 -3.1414 -1.116 -0.220 1.681 -0.9323
C -2.0503 -0.8531 -2.3857 1.599 1.607 -1.323 -1.2681
C -1.3811 0.0317 -1.2599 -0.291 -1.835 -0.502 1.3019
N -0.1696 0.7859 -1.8717 4.060 3.336 5.597 0.6781
O 0.4103 1.8601 -1.1063 -3.849 -5.951 -4.531 -0.3533
C -0.8890 -0.9674 -0.1514 0.674 0.519 -0.686 -1.6479
C -2.3536 0.9745 -0.6430 0.673 1.009 -0.205 -1.7879
C 1.3850 1.1555 -3.7376 1.710 0.506 1.010 -1.7878
H 1.8418 -1.4708 -1.2101 -0.693 -0.330 -0.784 0.2904
H 2.5853 0.0200 -1.4108 0.259 0.192 -0.078 0.4223
H 2.6257 -1.0093 -2.8402 0.142 -0.549 0.421 0.4358
H 0.8779 -1.6920 -4.0138 0.523 0.240 0.245 0.3991
H -0.1915 -0.5723 -4.6498 0.287 1.204 0.201 0.5166
H -0.6622 -2.4668 -2.4283 0.106 -0.411 -0.360 0.3759
H -1.5118 -2.1646 -3.9834 0.213 -0.362 0.144 0.4809
H -2.9633 -1.3409 -2.0443 0.481 -0.378 0.421 0.6132
H -2.3917 -0.1888 -3.1795 -0.311 0.555 0.115 0.3979
H -0.5039 -0.3883 0.6878 0.251 -0.209 -0.013 0.3989
H -0.1567 -1.6522 -0.5790 0.111 0.154 0.423 0.2935
H -1.7236 -1.5874 0.1761 -0.236 0.259 -0.159 0.4959
H -3.1029 0.4336 -0.0651 -0.133 0.015 -0.436 0.4103
H -2.7154 1.5748 -1.4778 -0.683 0.269 0.412 0.4405
H -1.8078 1.6135 0.0512 -0.192 0.197 0.015 0.4626
H 1.9404 0.6153 -4.5042 -0.358 0.103 -0.298 0.4419
H 2.1173 1.8381 -3.3065 0.182 -0.097 0.466 0.4075
H 0.6522 1.8563 -4.1376 -0.523 -0.744 -0.140 0.4540
C 4.7266 13.4797 -2.7818 -1.052 0.288 -0.590 -0.9882
N 4.8416 12.2987 -3.6485 1.620 -2.260 0.576 0.0751
C 5.3317 12.4152 -4.9561 -1.554 -0.988 2.209 -0.3505
C 5.3129 11.3025 -5.7638 0.362 0.938 0.257 -0.4914
C 5.0566 10.0381 -5.2071 0.510 0.282 -3.156 0.6097
C 4.6414 9.9367 -3.9406 -0.497 0.709 3.827 -0.5795
C 4.6141 11.0472 -3.0441 -0.220 1.033 -4.082 -0.3262
C 5.2051 8.7691 -6.0047 -0.763 0.710 0.393 0.6259
C 5.8385 7.7077 -5.4371 -0.033 -2.938 -0.405 -0.6387
C 5.8051 6.4743 -6.1435 1.017 2.343 2.229 -0.1231
N 5.2797 6.3660 -7.3448 -0.045 -0.329 0.311 -0.0331
C 4.5632 7.3503 -7.9075 0.669 1.650 1.003 -0.2622
C 4.5489 8.5649 -7.2091 -0.485 0.279 -0.912 -0.6464
C 5.5331 5.0779 -7.9899 -1.081 0.639 -0.970 -0.9233
H 5.6823 13.8004 -2.3673 -0.207 -0.205 0.140 0.3143
H 3.9291 13.2171 -2.0867 0.550 0.264 0.527 0.3554
H 4.2730 14.2616 -3.3910 0.343 0.202 0.019 0.4336
H 5.6731 13.3965 -5.2509 -0.327 0.089 -0.114 0.4834
H 5.4842 11.5626 -6.7979 0.436 -0.786 -0.248 0.4336
H 4.2772 8.9805 -3.5951 0.254 -0.070 0.377 0.5394
H 4.2852 10.9873 -2.0172 0.015 0.258 -0.035 0.4160
H 6.2562 7.6731 -4.4417 0.182 0.317 -0.049 0.5215
H 6.2839 5.6240 -5.6808 -0.045 -0.234 -0.384 0.4352
H 4.1097 7.1853 -8.8737 -0.087 -0.041 0.033 0.4726
H 4.0041 9.4358 -7.5424 -0.283 -0.300 -0.669 0.5001
H 5.1927 4.3294 -7.2744 0.394 -0.331 -0.512 0.4183
H 6.5798 5.0882 -8.2937 -0.131 -0.539 0.147 0.3641
H 4.8842 5.1491 -8.8629 0.216 -0.951 -0.162 0.2915
C -1.1188 -4.8281 5.8026 0.196 0.036 -1.337 -0.9406
N -1.1337 -3.5563 6.5263 -1.059 0.360 2.410 0.0309
C -0.3937 -2.4948 6.1085 -1.025 -0.797 1.121 -0.6299
C -0.4465 -1.3114 6.8450 0.587 0.478 -0.575 -0.7349
C -1.2064 -1.1340 8.0026 0.695 -1.088 0.122 0.9768
C -1.9616 -2.2580 8.3568 -0.611 -0.636 0.611 -0.8274
C -1.9123 -3.4608 7.6696 1.181 1.216 -1.586 -0.1422
C -1.0357 0.1314 8.8015 -1.189 0.597 0.626 0.7436
C -1.2335 1.3194 8.0962 -0.449 2.990 1.661 -0.8277
C -1.1727 2.6222 8.7409 0.989 -2.056 1.226 -0.5421
N -0.8596 2.7486 10.1087 -0.610 -1.890 -2.396 0.0827
C -0.6753 1.5809 10.7977 -0.228 -0.904 -1.490 -0.1314
C -0.8461 0.2857 10.2109 0.769 1.543 -0.310 -0.7065
C -0.7942 4.0582 10.7961 0.665 0.261 -0.137 -0.8523
H -1.8730 -5.5641 6.0812 0.019 0.450 0.580 0.3134
H -0.1226 -5.2658 5.8661 -0.093 0.016 -0.169 0.3536
H -1.3853 -4.5292 4.7888 0.332 -0.493 -0.296 0.4516
H 0.2205 -2.7403 5.2547 0.152 0.640 -0.175 0.6559
H 0.1613 -0.4778 6.5255 0.254 -0.093 -0.257 0.6195
H -2.6581 -2.2715 9.1821 0.169 0.281 0.328 0.4807
H -2.4686 -4.3399 7.9597 0.017 0.048 -0.076 0.4256
H -1.6753 1.3721 7.1121 0.551 -0.230 -0.381 0.5615
H -1.2461 3.5273 8.1564 -0.386 0.155 0.097 0.5700
H -0.2905 1.6745 11.8024 -0.395 0.020 0.193 0.4439
H -0.6941 -0.5296 10.9026 0.017 -0.239 -0.215 0.4524
H -1.0177 3.9154 11.8533 -0.254 0.076 -0.245 0.3438
H -1.4270 4.7981 10.3061 -0.323 -0.384 0.142 0.3547
H 0.2143 4.4650 10.7209 0.147 -0.245 -0.022 0.3556
C 11.2241 2.1185 1.9879 -0.844 0.472 -1.038 -0.9168
N 10.6036 0.7752 2.0885 2.097 -0.742 1.781 0.0217
C 9.4301 0.5206 1.5365 -0.525 -3.274 0.318 -0.2154
C 8.8899 -0.8183 1.7223 0.905 1.286 0.502 -0.5930
C 9.5726 -1.7867 2.5134 -1.313 1.547 -1.293 0.7729
C 10.7868 -1.4312 3.0727 0.814 1.369 0.043 -0.7170
C 11.3084 -0.1648 2.8359 -1.352 0.039 -0.836 -0.3100
C 9.0292 -3.1413 2.7684 2.000 0.014 0.557 0.8887
C 9.9122 -4.1973 2.7092 0.271 -2.641 -0.844 -0.6611
C 9.5028 -5.5117 3.0206 -0.485 2.550 1.589 -0.4808
N 8.2908 -5.6502 3.6563 1.639 -0.087 -2.558 0.0348
C 7.4378 -4.6054 3.7260 0.203 -3.359 1.407 -0.1965
C 7.8210 -3.3816 3.3303 -2.249 2.002 -1.026 -0.7744
C 7.9520 -7.0274 3.9796 0.210 -1.660 1.309 -0.9377
H 11.5474 2.2478 0.9551 0.662 -0.170 0.171 0.3800
H 11.9966 2.2861 2.7384 -0.162 -0.204 -0.265 0.2992
H 10.4298 2.8614 2.0606 0.018 -0.053 0.563 0.3809
H 9.0414 1.2998 0.8976 -0.509 -0.116 0.176 0.4918
H 7.9158 -1.0570 1.3218 -0.015 0.101 -0.212 0.5401
H 11.3329 -2.0621 3.7583 0.054 -0.225 -0.166 0.5167
H 12.2891 0.1261 3.1822 -0.145 0.178 0.136 0.4074
H 10.8985 -4.1482 2.2720 0.104 0.398 0.035 0.4604
H 10.2138 -6.3246 3.0127 -0.358 -0.303 -0.210 0.4394
H 6.5761 -5.0110 4.2353 -0.859 1.228 -0.245 0.4492
H 7.0858 -2.5948 3.2483 -0.300 0.159 0.726 0.5922
H 8.6523 -7.3321 4.7574 0.062 -0.021 0.082 0.4227
H 8.1134 -7.7324 3.1642 -0.063 0.531 -0.366 0.3731
H 6.9717 -7.2627 4.3940 -0.235 0.888 -0.281 0.3145
C -10.0744 -4.8468 14.0927 -0.687 0.478 -0.149 -1.0019
N -9.5720 -4.2742 12.8265 0.157 -1.248 1.407 0.0442
C -9.2996 -5.1446 11.8581 0.602 0.768 -2.198 -0.0482
C -8.6818 -4.6857 10.6969 -0.520 -0.349 -0.482 -0.7002
C -8.3468 -3.3421 10.5152 -0.475 0.752 2.090 0.7271
C -8.4986 -2.5183 11.6711 -0.488 -1.023 1.031 -0.7005
C -9.1126 -3.0164 12.8478 0.863 1.359 -3.052 -0.3980
C -7.9704 -2.6882 9.2768 0.686 -0.015 1.613 1.0701
C -8.5161 -3.0357 8.0874 -1.371 -0.626 -2.610 -0.6783
C -8.2762 -2.3581 6.9061 1.728 0.864 1.150 -0.4161
N -7.3836 -1.2934 6.9404 -0.598 -0.111 0.845 0.0415
C -6.7683 -0.9312 8.1290 -1.304 -1.631 -0.645 -0.4226
C -7.0739 -1.6319 9.2983 1.455 1.989 -1.438 -0.7440
C -7.0654 -0.5730 5.6860 0.884 -0.823 0.376 -0.9198
H -9.1946 -4.8531 14.7361 -0.651 -0.017 0.576 0.3764
H -10.5123 -5.8377 13.9725 0.489 -0.022 -0.307 0.3614
H -10.9315 -4.2244 14.3500 0.418 0.155 0.824 0.3721
H -9.6609 -6.1585 11.9462 0.127 0.026 0.201 0.3998
H -8.5282 -5.3415 9.8527 -0.069 -0.399 0.168 0.4982
H -8.1717 -1.4894 11.6449 -0.215 0.061 0.127 0.4000
H -9.3399 -2.3318 13.6516 -0.026 -0.440 0.350 0.4081
H -9.2514 -3.8240 8.0226 0.037 -0.200 0.070 0.4671
H -8.6492 -2.6901 5.9484 -0.132 0.279 -0.029 0.4374
H -6.0290 -0.1508 8.0254 -0.125 0.113 0.271 0.4757
H -6.5153 -1.2868 10.1557 -0.225 -0.287 0.315 0.4414
H -6.1629 -1.0701 5.3304 -0.289 -0.285 -0.764 0.4287
H -6.6959 0.4398 5.8468 -0.834 0.160 0.288 0.3626
H -7.9284 -0.6851 5.0297 0.437 0.338 -0.130 0.2737
C -7.8730 -1.7079 -3.5798 0.824 -0.962 -0.323 -0.8519
N -8.3342 -0.5006 -2.9190 0.281 2.011 1.434 0.1249
C -9.3615 -0.5665 -2.0267 -1.317 3.001 -1.168 -0.1662
C -9.9340 0.6628 -1.4817 2.062 -0.926 -1.278 -0.5692
C -9.2554 1.8784 -1.7191 -1.076 -1.226 -0.678 0.5920
C -8.2103 1.8857 -2.6333 2.204 -1.359 -0.125 -0.6145
C -7.6360 0.7048 -3.1227 -3.273 -0.765 -0.072 -0.5084
C -9.7161 3.1592 -1.1508 0.117 -0.324 -0.161 0.8346
C -10.9927 3.5946 -1.1092 -2.583 1.280 0.804 -0.6347
C -11.3498 4.8229 -0.4434 0.713 -2.286 -1.042 -0.1533
N -10.3871 5.6172 0.0119 0.375 -0.781 -0.170 0.0225
C -9.0824 5.2136 -0.0326 -0.986 -0.097 -0.814 -0.5221
C -8.7899 3.9827 -0.6059 2.419 2.070 0.997 -0.6192
C -10.7921 6.8472 0.6879 0.558 0.437 1.017 -0.8555
H -6.8939 -1.9262 -3.1534 -0.090 -0.397 0.007 0.3950
H -7.7399 -1.6017 -4.6565 -0.163 0.529 0.073 0.3419
H -8.5606 -2.5419 -3.4396 0.082 0.216 0.319 0.2873
H -9.9615 -1.4641 -2.0523 0.357 -0.283 0.397 0.3402
H -10.9167 0.6946 -1.0348 0.196 -0.490 0.488 0.4431
H -7.6755 2.7579 -2.9793 -0.235 0.463 0.279 0.5829
H -6.8969 0.7153 -3.9101 0.305 -0.191 0.228 0.5156
H -11.7323 2.9578 -1.5717 -0.554 0.319 0.196 0.5136
H -12.3561 5.1098 -0.1761 -0.143 -0.010 -0.567 0.4195
H -8.3702 5.9462 0.3175 0.275 -0.242 0.088 0.4682
H -7.7455 3.7201 -0.6884 0.181 0.043 0.280 0.5723
H -10.0350 7.6203 0.5572 -0.146 -0.045 -0.283 0.3239
H -10.7839 6.5971 1.7488 -0.283 0.238 0.090 0.3980
H -11.7782 7.1894 0.3739 0.257 -0.160 -0.113 0.3156
C 4.0754 2.0302 2.5019 0.539 -0.639 0.713 -0.6957
C 4.0733 0.6340 3.1728 -0.024 -1.333 1.911 0.5079
O 4.5192 0.4826 4.3422 0.744 1.257 0.137 -0.7670
O 3.5399 -0.3380 2.5955 -0.320 0.440 -1.735 -0.6961
H 3.0231 2.3138 2.5244 0.087 0.176 -0.990 0.1883
H 4.6217 1.9076 1.5667 -0.888 0.188 -0.591 0.1934
H 4.6239 2.8112 3.0285 0.018 -0.285 0.515 0.2836
C -1.9409 5.9993 -5.3996 0.612 0.979 0.283 -0.7503
C -2.7525 4.9936 -4.6508 -3.048 0.982 0.245 0.5990
O -2.4914 3.8510 -5.0153 0.379 -2.496 0.495 -0.6088
O -3.7763 5.3652 -3.9523 2.198 -0.570 -0.747 -0.7416
H -2.4338 6.1470 -6.3605 -0.235 0.490 0.206 0.2173
H -0.9505 5.6359 -5.6739 0.082 -0.149 0.321 0.2251
H -1.8739 6.8768 -4.7564 0.013 0.479 -0.538 0.2697
C 2.9674 -6.2738 0.3070 -0.428 0.162 -1.552 -0.6723
C 2.5998 -7.6006 0.9040 0.279 -2.047 2.758 0.5872
O 3.4306 -8.1277 1.7227 0.321 0.762 -0.673 -0.6855
O 1.4666 -8.1185 0.7711 0.404 1.075 -0.911 -0.6468
H 2.2551 -6.1823 -0.5130 -0.432 0.870 0.206 0.2534
H 3.9143 -6.1871 -0.2258 0.452 -0.556 0.445 0.2713
H 2.9463 -5.4794 1.0530 -0.382 -0.001 -0.097 0.1238
C -4.1766 -5.9274 0.5041 -0.484 0.871 0.239 -0.6853
C -4.8990 -4.7915 1.2720 -0.308 0.067 -0.630 0.5122
O -5.5188 -3.9541 0.5734 -0.036 0.345 -0.420 -0.7115
O -4.8392 -4.7831 2.5158 0.404 -0.105 1.095 -0.7354
H -3.8632 -6.6904 1.2166 0.091 -0.113 -0.445 0.2465
H -3.3510 -5.4692 -0.0404 0.335 -0.163 0.206 0.1356
H -4.8516 -6.2596 -0.2847 -0.011 -0.424 0.226 0.2518
C -0.9250 -8.1355 -8.8005 1.872 -0.978 -0.190 -0.6115
C -1.9225 -6.9834 -8.6160 0.290 0.986 0.197 0.6476
O -1.5310 -5.9594 -8.0598 0.658 0.279 0.509 -0.5942
O -2.9780 -7.3061 -9.1139 -2.215 -0.467 -0.788 -0.4954
H -0.7452 -8.5985 -7.8303 -0.235 -0.062 0.011 0.2137
H 0.0223 -7.7038 -9.1235 0.035 0.179 0.006 0.1730
H -1.2289 -8.8647 -9.5515 -0.253 0.146 0.327 0.2905
C 0.0311 3.8847 -9.7680 0.614 0.349 0.761 -0.7505
C 0.3777 3.0531 -10.9927 -0.757 -0.038 0.780 0.6363
O -0.4047 3.1592 -11.9389 -0.525 0.344 -1.172 -0.5810
O 1.2884 2.2156 -10.9296 1.192 -0.355 0.212 -0.6533
H -0.9413 3.5658 -9.3926 -0.016 0.187 -0.049 0.2149
H 0.0542 4.9655 -9.9076 -0.431 0.030 -0.528 0.2672
H 0.7707 3.7365 -8.9812 0.107 -0.425 0.207 0.2104
C -2.1807 6.5411 3.1971 0.933 -0.160 -1.131 -0.7643
C -3.4893 6.0437 3.7728 -0.783 -0.092 1.224 0.5154
O -4.5688 6.6109 3.5005 0.325 0.103 -0.726 -0.7365
O -3.3603 5.1348 4.6359 0.235 -0.765 0.251 -0.7210
H -2.1879 6.7148 2.1210 -0.616 0.709 -0.064 0.2721
H -1.3784 5.8037 3.2247 -0.068 -0.272 0.762 0.2554
H -1.8438 7.4267 3.7358 -0.097 0.120 -0.142 0.1862
```
Forces are in eV/Å.

## Properties
M ... 1657.1 g mol⁻¹
Electronic energy ... -148027.3955 eV
Net charge ... +5
LUMO energy ... -10.1 eV
Kohn-Sham gap ... 0.71 eV